# 1
6 unconnected molecules or ions with the total composition C35H35F40N3O6, computed with the ωB97M-V functional and the def2-TZVPD basis.

Output
Highest occupied orbital energy, eV: -10.227
Energy, eV: -162316.6153
HOMO-LUMO gap, eV: 10.2691
Structure (SMILES): FC(F)C(F)(F)COC(F)(F)C(F)F.FC(F)C(F)(F)COC(F)(F)C(F)F.FC(F)C(F)(F)COC(F)(F)C(F)F.FC(F)C(F)(F)COC(F)(F)C(F)F.FC(F)C(F)(F)COC(F)(F)C(F)F.CC(=O)NCCCC[C@H](C#N)CC#N
LUMO energy, eV: 0.042

The geometry in XYZ format:
```
119
Properties=species:S:1:pos:R:3:forces:R:3
F 2.881 -0.479 7.849 -0.05 -0.24 0.12
C 2.720 -0.409 6.517 0.14 0.31 -0.13
F 1.963 0.689 6.260 -0.03 -0.07 -0.06
C 2.006 -1.640 5.954 -0.37 -0.45 0.30
F 0.753 -1.714 6.449 0.05 0.08 0.10
F 1.882 -1.400 4.613 0.22 0.04 -0.10
C 2.702 -3.011 6.090 0.24 -0.46 -0.27
O 2.255 -3.880 7.124 -0.22 0.63 0.32
C 2.777 -3.857 8.398 0.23 -0.17 -0.62
F 3.842 -3.043 8.504 -0.13 0.18 -0.02
F 3.211 -5.105 8.670 0.02 -0.11 0.09
C 1.702 -3.530 9.437 -0.21 -0.03 0.20
F 1.173 -2.313 9.212 0.08 0.12 -0.09
F 2.264 -3.525 10.666 0.04 -0.02 -0.02
H 3.696 -0.273 6.044 -0.01 -0.06 -0.03
H 2.438 -3.548 5.180 -0.06 0.04 -0.03
H 3.787 -2.925 6.068 0.03 0.21 0.20
H 0.905 -4.276 9.404 0.05 -0.04 -0.03
F 1.541 6.503 7.077 -0.27 -0.04 0.07
C 2.239 5.507 6.504 0.34 0.05 0.00
F 2.983 6.051 5.511 -0.04 -0.08 -0.02
C 1.325 4.436 5.902 -0.57 0.05 -0.15
F 0.591 4.968 4.900 -0.01 0.11 0.05
F 2.167 3.526 5.335 0.18 -0.08 0.11
C 0.408 3.635 6.849 -0.17 -0.49 0.24
O -0.965 4.009 6.919 0.24 0.66 -0.19
C -1.443 4.951 7.802 0.29 -0.66 0.03
F -0.513 5.353 8.684 0.12 0.12 -0.16
F -2.428 4.363 8.513 -0.14 0.00 0.06
C -2.081 6.130 7.065 -0.24 0.21 -0.09
F -1.170 6.751 6.283 0.13 -0.01 -0.01
F -2.542 7.025 7.961 0.04 -0.04 0.06
H 2.916 5.067 7.242 -0.04 -0.03 0.01
H 0.373 2.637 6.419 0.01 0.03 -0.10
H 0.849 3.509 7.837 0.06 0.30 0.06
H -2.908 5.786 6.441 0.02 -0.08 0.03
F -3.971 -5.081 -7.294 -0.15 0.21 -0.21
C -4.495 -5.092 -6.050 0.35 -0.18 0.30
F -4.721 -6.388 -5.721 -0.11 0.04 0.02
C -5.818 -4.328 -5.980 -0.33 0.05 -0.48
F -6.747 -4.927 -6.760 0.08 -0.03 -0.10
F -6.243 -4.453 -4.694 0.09 0.04 0.14
C -5.800 -2.814 -6.271 -0.05 0.60 0.24
O -6.226 -2.359 -7.553 0.21 -0.68 -0.26
C -5.369 -2.205 -8.619 -0.13 0.27 0.66
F -4.081 -2.374 -8.276 0.00 -0.23 0.03
F -5.494 -0.926 -9.041 -0.01 0.10 -0.11
C -5.772 -3.095 -9.796 -0.13 -0.09 -0.23
F -5.728 -4.394 -9.454 0.10 -0.08 0.15
F -4.906 -2.896 -10.816 0.02 0.04 0.02
H -3.769 -4.680 -5.345 -0.07 0.04 0.03
H -6.555 -2.405 -5.602 -0.06 -0.06 0.00
H -4.860 -2.355 -5.970 0.20 -0.19 -0.13
H -6.784 -2.850 -10.126 0.01 0.07 0.03
F -3.910 8.680 3.378 0.07 0.12 -0.30
C -2.973 8.902 4.320 -0.11 -0.26 0.31
F -3.619 9.275 5.451 0.10 0.07 -0.01
C -1.997 10.010 3.916 -0.15 0.44 -0.41
F -2.653 11.183 3.796 -0.11 -0.05 -0.04
F -1.143 10.135 4.969 0.11 -0.17 0.08
C -1.108 9.785 2.676 0.58 -0.11 -0.24
O -1.479 10.407 1.450 -0.70 -0.02 0.28
C -2.300 9.806 0.522 0.64 -0.08 0.28
F -2.575 8.527 0.827 -0.14 0.04 0.18
F -1.625 9.791 -0.648 0.01 0.02 -0.15
C -3.571 10.625 0.284 -0.18 0.19 -0.10
F -4.288 10.738 1.416 0.01 -0.12 0.15
F -4.333 9.997 -0.640 0.04 -0.03 -0.01
H -2.440 7.969 4.523 0.09 0.05 -0.06
H -0.170 10.276 2.928 -0.03 0.07 0.05
H -0.861 8.733 2.538 -0.28 -0.12 0.02
H -3.315 11.624 -0.075 0.07 -0.03 -0.02
F 3.463 -3.925 -5.873 -0.01 0.16 -0.27
C 4.596 -3.981 -5.150 -0.05 -0.28 0.20
F 4.257 -3.748 -3.858 0.13 0.06 0.04
C 5.615 -2.926 -5.588 -0.14 0.50 -0.30
F 5.122 -1.690 -5.364 -0.13 -0.03 -0.01
F 6.676 -3.089 -4.748 0.10 -0.20 0.03
C 6.188 -3.008 -7.016 0.47 -0.09 -0.41
O 5.662 -2.134 -8.007 -0.61 0.00 0.44
C 4.586 -2.463 -8.804 0.64 -0.21 0.09
F 4.201 -3.741 -8.647 -0.09 0.03 0.23
F 4.990 -2.332 -10.084 -0.01 0.05 -0.14
C 3.424 -1.486 -8.609 -0.18 0.22 -0.03
F 2.986 -1.511 -7.335 0.05 -0.14 0.12
F 2.403 -1.849 -9.413 0.03 -0.04 -0.02
H 5.017 -4.988 -5.220 0.05 0.03 -0.02
H 7.218 -2.674 -6.911 -0.01 0.06 0.07
H 6.247 -4.036 -7.373 -0.28 -0.09 0.06
H 3.738 -0.470 -8.855 0.06 -0.03 -0.04
C -2.672 -4.334 -0.822 0.05 -0.10 -0.23
C -2.742 -4.554 -2.307 -0.93 0.28 -0.91
O -3.665 -4.105 -2.952 0.58 -0.20 0.33
N -1.729 -5.333 -2.976 0.07 0.15 0.67
C -0.363 -4.895 -2.633 -0.19 -0.12 -0.44
C -0.027 -3.546 -3.234 0.59 -0.22 0.48
C 1.313 -3.084 -2.676 -0.39 -0.11 -0.10
C 1.231 -2.651 -1.222 0.02 0.46 -0.54
C 2.483 -2.943 -0.430 0.41 0.32 0.23
C 2.849 -4.341 -0.566 -0.97 -4.16 0.09
N 2.809 -5.517 -0.606 0.56 3.24 -0.03
C 2.326 -2.558 1.055 0.22 -0.48 -0.14
C 3.194 -3.341 1.902 2.53 -1.50 2.25
N 3.951 -3.915 2.588 -1.92 1.34 -1.56
H -2.592 -5.271 -0.295 0.29 -0.40 0.17
H -3.576 -3.859 -0.499 -0.40 0.38 0.09
H -1.822 -3.713 -0.578 0.26 0.13 0.18
H -1.819 -6.266 -2.583 -0.12 -0.23 -0.27
H 0.308 -5.606 -3.085 0.24 -0.40 -0.13
H -0.148 -4.938 -1.571 -0.07 0.09 0.42
H -0.801 -2.813 -3.050 -0.33 0.28 -0.08
H 0.117 -3.701 -4.288 -0.37 0.19 -0.62
H 1.725 -2.289 -3.275 0.12 0.42 -0.27
H 1.989 -3.914 -2.808 0.38 -0.34 0.14
H 0.354 -3.060 -0.744 -0.16 -0.35 0.32
H 1.106 -1.577 -1.210 -0.19 0.45 0.16
H 3.291 -2.359 -0.844 0.37 0.28 -0.17
H 1.320 -2.743 1.400 -0.50 0.14 -0.03
H 2.600 -1.530 1.218 -0.21 0.55 -0.05
```
Positions in Å, forces in eV/Å.



# 2
5 unconnected molecules or ions with the total composition H9O4S, computed with the ωB97M-V functional and the def2-TZVPD basis.

Output
Highest occupied orbital energy, eV: -3.746
Charge: -1
Energy, eV: -19172.2524
HOMO-LUMO gap, eV: 7.4543
LUMO energy, eV: 3.708
Energy above the lowest of the compared OMol25 structures with the same formula, charge and spin, kJ/mol: 179.2

The geometry in XYZ format:
```
14
Properties=species:S:1:pos:R:3:forces:R:3
S 0.243 0.439 0.381 0.46 1.17 -1.75
H 0.680 0.976 -0.857 -0.37 -0.68 1.43
H 0.178 -2.593 2.010 -0.38 0.99 1.06
H -0.074 -1.243 1.469 0.00 0.24 1.14
O -0.028 -1.688 2.375 0.37 -1.72 -1.84
H -0.496 -0.089 -2.052 -1.25 0.37 -0.09
H -1.080 0.790 -3.192 -0.19 -0.44 0.56
O -1.347 0.137 -2.516 1.13 0.06 -0.51
H 2.187 -2.022 0.585 2.46 0.76 0.97
H 2.562 -1.782 1.993 0.48 0.31 -0.06
O 3.042 -1.878 1.151 -2.91 -0.88 -0.93
H -2.702 2.989 -0.566 2.26 2.17 -0.30
H -1.414 2.526 -0.239 0.95 1.58 -0.33
O -1.751 3.437 -0.543 -3.01 -3.92 0.65
```
Positions in Å, forces in eV/Å.



# 3
2 unconnected molecules or ions with the total composition C6H16O, computed with the ωB97M-V functional and the def2-TZVPD basis.

Output
Highest occupied orbital energy, eV: -10.154
Energy, eV: -8525.9644
HOMO-LUMO gap, eV: 11.0818
Structure (SMILES): CC(C)C.CCO
LUMO energy, eV: 0.928
Energy above the lowest of the compared OMol25 structures with the same formula, charge and spin, kJ/mol: 315.4

The geometry in XYZ format:
```
23
Properties=species:S:1:pos:R:3:forces:R:3
C -0.670 -0.687 -1.218 4.63 2.76 -0.74
C -1.691 -0.478 -0.205 -3.54 -0.86 0.89
C -2.505 0.874 -0.252 5.47 -0.48 0.35
C -2.722 -1.735 -0.176 2.45 2.33 1.96
H -0.748 -0.037 -2.047 -0.97 1.35 -1.10
H -0.613 -1.587 -1.817 0.44 -0.94 1.02
H 0.429 -0.139 -0.863 -2.76 -2.67 -0.86
H -1.238 -0.515 0.774 0.17 0.02 0.41
H -2.982 1.019 -1.108 -2.24 -0.09 -4.16
H -3.229 0.966 0.465 -1.31 0.32 2.40
H -1.768 1.734 -0.337 -0.73 -0.73 0.97
H -2.210 -2.432 0.453 0.46 -1.07 -0.02
H -3.468 -1.393 0.500 -1.54 0.03 -0.11
H -2.988 -2.181 -1.088 -0.65 -0.17 -1.19
C 2.087 1.714 0.141 -1.49 -1.35 0.57
C 2.986 0.722 0.856 0.83 0.72 0.97
O 2.368 -0.598 0.769 0.77 1.52 -0.54
H 1.083 1.170 0.240 1.09 1.60 -0.67
H 2.334 2.189 -0.784 0.22 -1.28 -1.61
H 2.088 2.641 0.626 -0.54 1.22 1.91
H 3.997 0.687 0.452 -0.05 -0.33 -0.34
H 3.188 1.211 1.893 -0.79 -1.70 -1.10
H 2.268 -1.012 1.609 0.10 -0.20 1.00
```
Positions in Å, forces in eV/Å.



# 4
A gas-phase ion, CH7BNO3 (charge +1), computed with the ωB97M-V functional and the def2-TZVPD basis.

Output
Highest occupied orbital energy, eV: -16.011
Charge: +1
Energy, eV: -9455.7537
HOMO-LUMO gap, eV: 12.3250
Structure (SMILES): [NH3+]COB(O)O
LUMO energy, eV: -3.686
Energy above the lowest of the compared OMol25 structures with the same formula, charge and spin, kJ/mol: 0.0

The geometry in XYZ format:
```
13
Properties=species:S:1:pos:R:3:forces:R:3
N -0.771 -0.130 0.983 1.96 -1.30 3.07
C -0.583 -1.124 -0.036 2.83 0.95 -4.82
O 0.879 -1.111 -0.457 -2.91 1.08 1.49
B 1.424 0.107 -0.898 -1.90 0.20 -0.51
O 0.611 1.312 -0.766 2.32 -0.87 -0.42
O 2.543 -0.107 -1.565 -1.17 -1.85 1.08
H -0.547 0.782 0.616 -0.70 1.23 -0.53
H -1.552 -0.297 1.611 -0.86 0.63 -0.44
H 0.024 -0.268 1.653 -0.33 0.00 -0.40
H -0.725 -2.138 0.208 -0.66 -0.90 0.85
H -1.156 -0.790 -0.956 0.36 -0.68 1.26
H 1.113 2.080 -1.146 -0.93 -0.82 0.56
H 3.149 0.465 -1.921 1.98 2.34 -1.18
```
Positions in Å, forces in eV/Å.



Question: What is the energy in the fourth record?
Answer: -9455.7537 eV